{"formula": "C37H39Ge2N5OPPdS", "method": "ωB97M-V with the def2-TZVPD basis set", "species": ["Pd", "O", "N", "C", "C", "C", "C", "C", "C", "C", "P", "C", "C", "C", "C", "C", "C", "C", "C", "C", "C", "C", "C", "H", "H", "H", "H", "H", "H", "H", "H", "H", "H", "H", "H", "H", "H", "H", "H", "N", "C", "N", "N", "C", "N", "H", "H", "H", "H", "S", "C", "C", "Ge", "C", "C", "Ge", "C", "C", "C", "C", "C", "C", "C", "C", "C", "C", "C", "C", "H", "H", "H", "H", "H", "H", "H", "H", "H", "H", "H", "H", "H", "H", "H", "H", "H", "H", "H"], "xyz": [[0.3042, -0.7501, -0.6654], [0.8357, -3.5632, 0.3721], [1.5190, -2.4123, 0.0298], [2.7351, -2.4815, 0.3878], [3.7894, -1.4853, 0.1674], [5.0417, -1.8950, 0.6370], [6.1744, -1.1247, 0.4580], [6.0713, 0.0803, -0.2158], [4.8364, 0.5008, -0.6814], [3.6791, -0.2507, -0.4923], [2.1311, 0.4622, -1.1752], [2.1893, 2.1983, -0.6798], [2.9333, 3.1560, -1.3698], [2.9954, 4.4598, -0.9046], [2.3243, 4.8144, 0.2567], [1.5857, 3.8670, 0.9485], [1.5103, 2.5645, 0.4796], [2.4175, 0.3385, -2.9606], [2.9258, -0.8743, -3.4352], [3.1020, -1.0790, -4.7911], [2.7723, -0.0735, -5.6922], [2.2628, 1.1286, -5.2306], [2.0781, 1.3367, -3.8698], [-0.0596, -3.4076, 0.0359], [3.0413, -3.3964, 0.8900], [5.1216, -2.8480, 1.1450], [7.1287, -1.4678, 0.8333], [6.9455, 0.6954, -0.3811], [4.7776, 1.4454, -1.2023], [3.4548, 2.8960, -2.2813], [3.5641, 5.1985, -1.4537], [2.3709, 5.8328, 0.6193], [1.0468, 4.1452, 1.8427], [0.9075, 1.8376, 1.0120], [3.1900, -1.6634, -2.7399], [3.4984, -2.0207, -5.1466], [2.9146, -0.2301, -6.7532], [2.0013, 1.9124, -5.9290], [1.6646, 2.2729, -3.5272], [-3.3401, -3.2681, 2.0269], [-3.8435, -3.7828, 0.9008], [-4.8815, -4.6220, 0.9749], [-3.3571, -3.5271, -0.3029], [-2.3392, -2.7442, -0.4222], [-1.4358, -2.0294, -0.5717], [-3.8044, -3.4062, 2.9078], [-2.6885, -2.4948, 1.9912], [-5.3294, -4.8519, 1.8425], [-5.2070, -5.0464, 0.1240], [-0.9575, 1.7217, -2.2841], [-0.8543, 0.7934, -0.9772], [-5.2188, -0.6824, -0.6929], [-4.4830, 1.1290, -0.5801], [-5.6108, 2.2078, 0.6087], [-4.5316, 1.9010, -2.3728], [-2.2457, 1.1636, 0.4131], [-1.9454, 2.9820, 1.0931], [-2.1681, 4.0829, 0.2642], [-2.0100, 5.3769, 0.7399], [-1.6466, 5.5915, 2.0636], [-1.4354, 4.5074, 2.9026], [-1.5752, 3.2126, 2.4177], [-2.1277, 0.0718, 2.0556], [-0.9856, -0.5969, 2.5005], [-0.9496, -1.2144, 3.7465], [-2.0599, -1.1691, 4.5791], [-3.2061, -0.5088, 4.1566], [-3.2356, 0.1025, 2.9079], [-6.2338, -0.6118, -1.0881], [-5.2674, -1.1661, 0.2841], [-4.6364, -1.3125, -1.3638], [-6.6043, 2.3063, 0.1682], [-5.1912, 3.2050, 0.7429], [-5.7247, 1.7453, 1.5886], [-5.5693, 1.8910, -2.7110], [-3.9342, 1.3102, -3.0666], [-4.1693, 2.9276, -2.3945], [-2.4564, 3.9312, -0.7702], [-2.1835, 6.2182, 0.0812], [-1.5372, 6.6003, 2.4403], [-1.1608, 4.6682, 3.9378], [-1.4084, 2.3800, 3.0916], [-0.0921, -0.6211, 1.8849], [-0.0474, -1.7170, 4.0726], [-2.0259, -1.6344, 5.5562], [-4.0710, -0.4529, 4.8062], [-4.1313, 0.6337, 2.6078]], "multiplicity": 1, "total_charge": 1, "homo_ev": -9.7, "relative_energy_ev": 0.000, "lumo_energy_ev": -2.635, "energy_ha": -6803.4383}

{"formula": "C37H39IrN4SSb2", "method": "ωB97M-V with the def2-TZVPD basis set", "species": ["Ir", "C", "C", "N", "C", "S", "N", "N", "C", "C", "C", "C", "C", "C", "C", "N", "H", "H", "H", "H", "H", "H", "H", "H", "H", "H", "H", "H", "H", "C", "C", "C", "Sb", "C", "C", "C", "C", "C", "C", "C", "C", "C", "C", "C", "C", "Sb", "C", "C", "C", "C", "C", "C", "C", "C", "C", "C", "C", "C", "H", "H", "H", "H", "H", "H", "H", "H", "H", "H", "H", "H", "H", "H", "H", "H", "H", "H", "H", "H", "H", "H", "H", "H", "H", "H"], "xyz": [[0.6859, -0.1541, -0.0784], [-3.9796, 2.6615, 3.1871], [-2.8372, 2.8725, 2.2110], [-1.6243, 2.2205, 2.6817], [-0.7633, 1.4924, 1.9755], [-0.9635, 1.3085, 0.1851], [0.2752, 0.9944, 2.5755], [1.1023, 0.2399, 1.7868], [2.1791, -0.2535, 2.3110], [2.6055, -0.0153, 3.7162], [2.9442, -1.1098, 1.3968], [4.1050, -1.7676, 1.7638], [4.7444, -2.5804, 0.8401], [4.2037, -2.7124, -0.4274], [3.0406, -2.0280, -0.7302], [2.4185, -1.2450, 0.1537], [-4.8690, 3.1814, 2.8334], [-3.7362, 3.0631, 4.1718], [-4.2139, 1.6021, 3.2966], [-2.6467, 3.9386, 2.0638], [-3.0807, 2.4523, 1.2411], [-1.3797, 2.3331, 3.6561], [2.0356, 0.7965, 4.1535], [3.6669, 0.2301, 3.7513], [2.4496, -0.9141, 4.3178], [4.5019, -1.6472, 2.7610], [5.6533, -3.1009, 1.1084], [4.6717, -3.3322, -1.1782], [2.5863, -2.0979, -1.7091], [-1.4088, 1.2344, -2.9663], [-0.7340, -0.0032, -3.5517], [-0.2825, -1.0791, -2.5729], [-2.0023, -2.0138, -1.6660], [-2.2979, -3.3213, -3.3062], [-1.2686, -4.2188, -3.5946], [-1.3687, -5.0483, -4.7008], [-2.4869, -4.9814, -5.5220], [-3.5037, -4.0830, -5.2407], [-3.4129, -3.2494, -4.1325], [-1.4068, -3.2724, -0.0728], [-1.4931, -4.6504, -0.2528], [-1.1358, -5.5017, 0.7851], [-0.7143, -4.9801, 1.9985], [-0.6712, -3.6045, 2.1875], [-1.0292, -2.7464, 1.1596], [-3.0278, 0.8669, -1.6189], [-3.7438, 2.7818, -1.1025], [-4.9305, 2.8841, -0.3805], [-5.4544, 4.1371, -0.1025], [-4.7951, 5.2781, -0.5438], [-3.6142, 5.1709, -1.2650], [-3.0797, 3.9201, -1.5468], [-4.6902, 0.2357, -2.7616], [-5.4016, -0.9164, -2.4585], [-6.5162, -1.2569, -3.2155], [-6.9057, -0.4458, -4.2710], [-6.2000, 0.7157, -4.5630], [-5.1000, 1.0726, -3.7976], [-1.8531, 1.8199, -3.7746], [-0.7013, 1.8802, -2.4444], [0.1210, 0.3268, -4.1461], [-1.4183, -0.4831, -4.2602], [0.4305, -0.7308, -1.8023], [0.2859, -1.8522, -3.0905], [-0.3902, -4.2851, -2.9615], [-0.5738, -5.7485, -4.9203], [-2.5618, -5.6312, -6.3834], [-4.3722, -4.0274, -5.8834], [-4.2110, -2.5502, -3.9305], [-1.8380, -5.0728, -1.1873], [-1.1999, -6.5722, 0.6444], [-0.4427, -5.6463, 2.8064], [-0.3747, -3.1974, 3.1458], [-1.0264, -1.6785, 1.3289], [-5.4578, 1.9984, -0.0425], [-6.3807, 4.2232, 0.4500], [-5.2083, 6.2549, -0.3311], [-3.1075, 6.0606, -1.6142], [-2.1536, 3.8531, -2.1043], [-5.1108, -1.5482, -1.6241], [-7.0814, -2.1476, -2.9746], [-7.7721, -0.7104, -4.8623], [-6.5130, 1.3510, -5.3808], [-4.5769, 1.9978, -4.0143]], "multiplicity": 1, "total_charge": 2, "homo_ev": [-12.4, -12.6], "relative_energy_ev": 1.813, "lumo_energy_ev": [-7.543, -7.482], "energy_ha": -2634.7356}

{"formula": "C37H40Cl2F6HgN8O2P", "method": "ωB97M-V with the def2-TZVPD basis set", "species": ["Hg", "P", "F", "F", "F", "F", "F", "F", "N", "C", "C", "C", "C", "C", "H", "H", "H", "H", "H", "N", "C", "C", "C", "C", "C", "H", "H", "H", "H", "H", "N", "C", "C", "C", "C", "C", "H", "H", "H", "H", "H", "N", "C", "C", "C", "C", "C", "H", "H", "H", "H", "H", "N", "C", "C", "C", "C", "C", "H", "H", "H", "H", "H", "N", "C", "C", "C", "C", "C", "H", "H", "H", "H", "H", "N", "C", "C", "C", "C", "C", "H", "H", "H", "H", "H", "C", "N", "O", "O", "H", "H", "H", "C", "Cl", "Cl", "H", "H"], "xyz": [[-0.1855, -1.5944, 2.3583], [1.3757, 0.1313, 0.1808], [0.6676, -1.3489, 0.0066], [1.7980, -0.3799, 1.6775], [2.7598, -0.3730, -0.4505], [2.0371, 1.5914, 0.4934], [0.8284, 0.5441, -1.3076], [-0.0372, 0.6349, 0.8365], [-2.1276, -1.5443, 1.0098], [-2.5107, -2.6264, 0.3552], [-3.6203, -2.7269, -0.4544], [-4.3385, -1.5307, -0.7499], [-3.8906, -0.3682, -0.1528], [-2.8648, -0.3876, 0.7311], [-1.9905, -3.5607, 0.5067], [-3.9709, -3.7126, -0.7227], [-5.2207, -1.4954, -1.3719], [-4.3631, 0.5864, -0.3315], [-2.5994, 0.5517, 1.1934], [1.0645, -1.3984, 4.3243], [1.3304, -2.4564, 5.1408], [2.2195, -2.5038, 6.2433], [2.8039, -1.2864, 6.6131], [2.6032, -0.1873, 5.8125], [1.6813, -0.2382, 4.7735], [0.9059, -3.3943, 4.8146], [2.5175, -3.3945, 6.7764], [3.4569, -1.2424, 7.4722], [3.1971, 0.6740, 6.0806], [1.4779, 0.6943, 4.2681], [1.1083, -3.4339, 1.8033], [0.5740, -4.6645, 1.5569], [1.2490, -5.7180, 0.9857], [2.5890, -5.5704, 0.5926], [3.2095, -4.3717, 0.8411], [2.4764, -3.3748, 1.5688], [-0.4722, -4.8147, 1.7789], [0.8447, -6.6989, 0.7835], [3.1167, -6.3732, 0.0991], [4.2450, -4.2461, 0.5612], [2.9649, -2.4467, 1.8266], [4.0181, 1.3439, -4.4074], [3.0926, 0.5432, -3.7714], [1.8870, 0.1911, -4.3724], [1.5566, 0.6289, -5.6495], [2.5052, 1.4269, -6.3268], [3.7167, 1.7497, -5.6841], [3.4751, 0.1929, -2.8241], [1.2536, -0.4820, -3.8137], [0.5508, 0.4350, -5.9916], [2.1439, 1.8713, -7.2424], [4.4440, 2.2957, -6.2667], [-1.3897, 0.4266, 3.5342], [-2.2767, 0.2096, 4.5520], [-2.6886, 1.1724, 5.4795], [-2.1429, 2.4131, 5.3733], [-1.3144, 2.7042, 4.3495], [-0.9507, 1.7191, 3.4251], [-2.8085, -0.7260, 4.6417], [-3.4124, 1.0402, 6.2702], [-2.3556, 3.2265, 6.0511], [-0.8493, 3.6602, 4.1595], [-0.2218, 1.9668, 2.6676], [-3.5275, 0.0311, -4.8666], [-2.7702, -0.6341, -3.9915], [-1.6286, -0.0139, -3.4371], [-1.2907, 1.2616, -3.8213], [-2.1085, 2.0001, -4.6959], [-3.2039, 1.3012, -5.2679], [-3.1051, -1.6465, -3.8205], [-1.0365, -0.4372, -2.6393], [-0.4027, 1.7277, -3.4205], [-1.7475, 2.9590, -5.0372], [-3.7694, 1.7161, -6.0891], [-0.7462, 5.6472, 1.2706], [-0.2418, 4.4297, 0.8852], [-0.9640, 3.6186, -0.0516], [-2.1815, 4.0372, -0.5501], [-2.7153, 5.2178, -0.0007], [-1.9842, 6.0141, 0.8327], [0.7892, 4.1435, 1.0322], [-0.6144, 2.6333, -0.3226], [-2.7319, 3.4361, -1.2587], [-3.6923, 5.6106, -0.2410], [-2.4171, 6.8912, 1.2906], [1.3513, -3.2452, -2.3668], [-0.0270, -3.6108, -2.5303], [-0.4601, -4.2737, -1.5869], [-0.5827, -3.3619, -3.5719], [1.9598, -3.8412, -3.0470], [1.6978, -3.4563, -1.3552], [1.4546, -2.2051, -2.6762], [2.3499, 3.8853, -2.2541], [1.3674, 4.3676, -3.6384], [2.7490, 5.2839, -1.2386], [1.8331, 3.1736, -1.6102], [3.2536, 3.3851, -2.6022]], "multiplicity": 2, "total_charge": 2, "homo_ev": [-13.0, -13.0], "lumo_energy_ev": [-5.942, -10.298], "energy_ha": -4036.2538}